No. 1
Density functional theory data (ωB97M-V/def2-TZVPD) for C2H2OS in the gas phase in a non-equilibrium geometry.

```
6
Properties=species:S:1:pos:R:3
H -0.59 0.04 1.74
C -0.04 0.05 -0.73
C -0.04 0.00 0.73
S 1.56 0.58 -0.02
O -0.13 -1.20 -0.11
H -0.77 0.52 -1.62
```

Results
HOMO-LUMO gap	9.6	eV
spin multiplicity	1
electronic energy	-550.68658	Ha
structure (SMILES)	O1[C@@H]2S[C@H]12
max |F|	3.88	eV Å⁻¹
highest occupied orbital energy	-9.0	eV
energy relative to the best compared isomer or geometry (same formula, charge and spin)	2.766	eV

Want to see where the charge sits? The Löwdin charges in e are:
1 H 0.151
2 C -0.576
3 C -0.457
4 S 0.833
5 O -0.140
6 H 0.188

No. 2
Density functional theory data (ωB97M-V/def2-TZVPD) for a molecular structure, C29H46GaP2Se in a non-equilibrium geometry.

```
79
Properties=species:S:1:pos:R:3
H -4.14 1.46 -2.51
H 1.79 2.49 -1.78
C 4.07 -4.89 -4.47
H -2.44 -2.97 0.43
C 3.58 1.07 2.32
C -4.67 4.28 0.42
H -4.04 3.54 -3.50
H -2.85 5.11 1.20
H 3.50 -4.33 2.05
C 1.23 0.25 4.26
H 1.31 1.00 -2.62
C 2.86 -0.22 2.31
H -5.72 2.19 -2.21
H 2.68 -3.97 0.50
H 1.74 -4.51 1.91
H -1.35 4.94 -0.68
C -2.37 -0.33 1.80
H 3.72 -3.73 -1.28
C 3.49 -3.85 -2.34
H 0.14 -3.61 3.18
C 0.57 -2.79 3.78
Se 1.07 -2.23 -1.98
H -2.31 1.40 -0.44
H 5.18 -2.24 1.10
C -2.25 -2.27 -0.40
H 0.93 3.19 0.70
C 4.32 -4.67 -3.11
P -1.46 -0.82 0.32
H 0.17 0.03 4.44
H -2.57 -1.26 2.36
H 4.71 -5.55 -5.05
H -3.32 0.17 1.55
H 2.77 -4.40 -6.12
C -4.66 2.24 -1.93
C 2.37 -3.22 -2.92
H 1.29 -2.92 -4.78
C -4.49 2.80 0.54
C 3.27 -1.40 1.59
H 2.91 1.90 2.59
C 2.98 -4.25 -5.06
H -1.91 3.61 -2.60
C 2.15 -3.42 -4.31
C 4.44 -1.52 0.69
C 1.51 -1.97 2.98
C -2.71 3.90 -1.91
C 2.59 -3.89 1.59
H -4.51 0.83 -0.23
H 1.76 0.07 5.21
H -1.59 -2.76 -1.12
H 1.33 1.32 4.03
C -4.10 3.60 -2.40
H -4.43 2.43 1.57
C 2.42 -2.48 2.00
H -5.07 4.62 1.39
H -5.41 4.58 -0.33
C -0.03 2.66 0.66
H 4.42 1.07 3.04
C 0.93 1.87 -2.07
H 0.23 2.44 -2.68
H -0.26 -2.19 4.18
C 1.79 -0.59 3.18
H -3.20 -1.98 -0.87
H -1.76 0.32 2.44
H -4.81 4.40 -2.18
H 4.96 -0.56 0.56
H -0.25 2.27 1.67
C -3.36 5.08 0.23
H 4.01 1.29 1.33
P 0.14 1.34 -0.55
H 1.08 -3.26 4.64
H 5.17 -5.14 -2.64
H -0.82 3.35 0.36
H 4.14 -1.89 -0.30
C -4.51 1.91 -0.47
C -2.39 4.57 -0.80
H -3.62 6.12 -0.01
H -1.79 0.42 -1.85
C -1.57 0.68 -0.80
Ga 0.97 -0.74 0.21
```

Results
HOMO-LUMO gap (spin up / spin down)	5.7 / 5.7	eV
total charge	+1
spin multiplicity	1
electronic energy	-6141.23021	Ha
max |F|	3.70	eV Å⁻¹
highest occupied orbital energy (spin up / spin down)	-9.4 / -9.4	eV
energy relative to the best compared isomer or geometry (same formula, charge and spin)	0.000	eV

Results of the Löwdin charge analysis, in e, for atoms 1 through 6:
1 H 0.104
2 H 0.070
3 C -0.076
4 H 0.067
5 C -0.057
6 C -0.188

No. 3
Density functional theory data (ωB97M-V/def2-TZVPD) for C4H7NO2 in the gas phase.

```
14
Properties=species:S:1:pos:R:3
H -0.65 2.26 -0.37
O 1.39 0.85 1.15
H 2.97 -0.04 -0.56
N 1.99 -0.14 -0.80
H 1.74 -0.66 -1.62
H -0.82 -0.87 1.67
C 1.08 0.29 0.11
C -0.38 0.05 -0.24
C -1.14 1.35 0.01
O -2.22 1.40 0.54
C -0.96 -1.09 0.61
H -0.49 -0.18 -1.31
H -0.47 -2.04 0.38
H -2.04 -1.18 0.43
```

Results
HOMO-LUMO gap	10.7	eV
spin multiplicity	1
electronic energy	-361.86366	Ha
structure (SMILES)	C[C@@H](C=O)C(N)=O
max |F|	0.55	eV Å⁻¹
highest occupied orbital energy	-10.0	eV
energy relative to the best compared isomer or geometry (same formula, charge and spin)	0.468	eV

Results of the Löwdin charge analysis, in e, for atoms 1 through 6:
1 H 0.135
2 O 0.068
3 H 0.113
4 N 0.171
5 H 0.101
6 H 0.095

No. 4
Density functional theory data (ωB97M-V/def2-TZVPD) for C6H12N2O2S in the gas phase in a non-equilibrium geometry.

```
23
Properties=species:S:1:pos:R:3
H 1.79 0.31 -0.72
C -1.83 0.47 0.13
H -2.86 1.19 2.68
H 2.59 -1.93 1.79
C -1.48 -0.51 -0.96
N -1.94 1.48 2.79
H 3.30 -1.59 0.34
H 0.87 1.03 -3.04
N 0.98 -0.34 -0.62
H 0.30 2.19 -2.00
H -2.20 -0.45 -1.83
C 2.59 -1.26 0.99
C 0.12 1.19 -2.26
H -2.48 1.32 -0.08
S -1.13 0.72 1.71
H -0.88 1.42 -2.79
C 1.24 -1.33 0.28
O 0.27 1.10 1.82
H -1.24 -1.62 -0.61
O 0.64 -2.35 0.32
H -1.26 -0.69 1.96
H 2.73 -0.37 1.47
C -0.10 0.02 -1.38
```

Results
HOMO-LUMO gap (spin up / spin down)	6.8 / 6.8	eV
spin multiplicity	1
electronic energy	-893.78973	Ha
max |F|	3.93	eV Å⁻¹
highest occupied orbital energy (spin up / spin down)	-7.8 / -7.8	eV
energy relative to the best compared isomer or geometry (same formula, charge and spin)	5.711	eV

Results of the Löwdin charge analysis, in e, for atoms 1 through 6:
1 H 0.182
2 C -0.296
3 H -0.041
4 H 0.079
5 C -0.216
6 N -0.247

No. 5
Density functional theory data (ωB97M-V/def2-TZVPD) for C6H12O in the gas phase in a non-equilibrium geometry.

```
19
Properties=species:S:1:pos:R:3
H -2.04 -1.82 -1.64
C 1.67 -0.83 0.19
H 1.96 -1.45 1.05
O 1.42 1.03 1.79
C 1.12 0.46 0.62
H -1.76 1.24 -0.85
C -1.41 -0.56 0.08
H -1.45 1.46 0.94
H 1.87 0.39 2.36
C -1.30 -1.13 -1.26
H -0.64 -0.67 -1.99
H -2.39 -0.74 0.55
H 0.54 1.06 -1.34
H 0.90 -1.36 -0.44
H 0.48 2.36 -0.12
H 2.54 -0.70 -0.47
H -0.66 -0.98 0.83
C -1.16 0.95 0.01
C 0.31 1.29 -0.29
```

Results
HOMO-LUMO gap (spin up / spin down)	8.8 / 6.4	eV
spin multiplicity	1
electronic energy	-310.90982	Ha
max |F|	1.74	eV Å⁻¹
highest occupied orbital energy (spin up / spin down)	-7.9 / -6.0	eV
energy relative to the best compared isomer or geometry (same formula, charge and spin)	4.067	eV

Results of the Löwdin charge analysis, in e, for atoms 1 through 6:
1 H 0.047
2 C -0.066
3 H 0.087
4 O 0.052
5 C -0.439
6 H 0.107

No. 6
Density functional theory data (ωB97M-V/def2-TZVPD) for 3 unconnected molecules or ions with the total composition C48H64Br2F6N4O7S2 in a non-equilibrium geometry.

```
133
Properties=species:S:1:pos:R:3
H 0.98 -2.29 -0.26
H -8.07 4.44 -5.85
F -0.21 -4.10 4.76
C -9.92 3.57 -6.40
C -5.70 3.26 -5.15
C 0.51 1.86 2.90
H -10.64 2.81 -6.06
H -10.45 4.53 -6.45
H 1.50 0.13 -1.24
C 0.05 -2.16 3.00
O 2.73 3.46 4.07
C -2.14 6.71 -0.79
C 0.19 -0.94 2.02
H -1.69 3.81 1.38
C -5.84 2.91 -7.50
C -6.85 2.52 -4.47
H -0.05 -1.23 0.99
H -1.41 1.69 1.96
H -7.04 2.97 -3.49
O 2.89 -6.82 4.36
H 6.18 -8.87 7.28
C 1.73 1.01 2.56
F 7.05 -2.15 3.38
H -9.20 1.23 -7.63
Br -2.83 -3.82 4.13
O -5.18 2.64 -6.28
O 6.52 0.79 2.77
F 5.10 -1.79 4.35
H -0.07 4.26 1.91
H 5.62 -10.19 4.57
C 3.99 -0.57 1.86
F -1.92 -1.18 3.99
C -0.35 8.29 -1.07
C 4.19 -6.27 4.17
C 5.16 -1.48 1.50
H 3.59 -0.96 -0.74
N 2.57 -2.42 1.23
H 1.02 -1.20 -2.41
C -1.61 5.97 -1.83
C -2.99 5.38 -4.36
H -0.41 -3.01 2.48
C -0.42 2.07 1.65
H 0.19 9.19 -0.77
O 5.15 -2.69 2.29
C -2.30 4.48 -3.57
H -1.08 2.70 -3.63
H -0.14 5.74 -3.35
H 3.26 -2.25 -1.94
H 6.44 -10.89 5.94
H 5.01 -8.21 3.86
C 5.25 -7.32 4.45
C -1.63 3.36 -5.59
H 4.35 -5.38 4.77
H -3.53 6.03 -6.36
N -8.12 2.42 -5.19
H 4.39 -7.80 6.22
H -10.84 1.79 -8.08
C -0.62 3.56 1.28
H 1.04 7.85 -2.67
C 4.14 0.73 2.31
H 2.11 0.78 -3.61
H -6.29 3.91 -7.51
H 5.00 -1.82 0.47
H 2.20 -3.54 -0.48
H 2.09 -3.05 1.85
H 2.94 -9.24 6.11
C 2.68 -1.09 1.74
H -6.61 2.16 -7.71
H 1.18 -6.63 5.45
H -6.52 1.49 -4.28
C 0.14 7.54 -2.14
H 6.23 -6.95 4.12
H 3.24 -0.65 -3.59
C -8.77 3.71 -5.43
H -5.11 2.86 -8.30
H 3.48 0.69 -2.46
C 2.72 0.11 -2.99
C 3.02 1.50 2.67
F 5.81 -3.80 4.03
C 5.78 -2.56 3.48
Br 0.37 -0.81 5.50
H -3.04 6.39 -0.27
H 2.52 -10.92 5.77
H 6.13 -0.97 1.51
C 5.52 2.86 2.10
H -0.59 -0.23 2.32
N -2.33 4.72 -2.14
H 4.26 -5.98 3.12
H -5.94 4.31 -5.36
C 5.68 -10.16 5.66
O -9.45 3.29 -7.71
C 4.47 3.59 2.43
H -3.53 6.21 -3.90
H -7.94 1.98 -6.08
H 3.42 -9.99 4.55
H -9.14 4.10 -4.48
C -0.76 -1.82 4.26
H 1.06 -2.38 3.35
H 2.66 -6.59 6.42
C 2.06 -2.49 -0.15
H 6.38 3.29 1.58
H -1.09 2.56 -6.11
C -3.01 5.29 -5.76
C 5.51 1.38 2.42
H -4.86 3.28 -4.44
C 1.58 -0.31 2.11
S -2.65 2.25 -1.31
C -1.16 -3.19 4.96
C -9.77 1.99 -8.17
C -2.29 4.27 -6.40
S -0.24 3.80 -0.51
C -1.63 3.44 -4.21
H 4.41 4.65 2.20
C -1.49 7.88 -0.41
C 1.85 -0.65 -1.94
H -9.49 1.93 -9.22
H -0.09 1.46 0.80
N 5.32 -7.63 5.88
C 3.32 2.92 3.16
H -2.26 4.22 -7.48
H 7.16 -8.62 5.85
C -0.48 6.38 -2.53
C 2.20 -6.27 5.47
C 3.29 -10.16 5.63
H 0.79 2.86 3.25
H -1.91 8.46 0.41
O 4.47 -10.63 6.24
H 2.19 -5.17 5.42
C 2.81 -1.60 -1.17
C 6.14 -8.80 6.19
C -1.79 3.63 -1.38
F -1.43 -3.02 6.26
H -0.03 1.40 3.74
```

Results
HOMO-LUMO gap	7.5	eV
spin multiplicity	1
electronic energy	-9156.57628	Ha
structure (SMILES)	CCCCNc1c(CC[C@](F)(Br)C(F)(F)Br)c(CCCSC(=S)N(c2ccccc2)c2ccccc2)c2c(c1COC(F)(F)F)C(=O)C=CC2=O.COCCNCCOC.COCCNCCOC
max |F|	3.09	eV Å⁻¹
highest occupied orbital energy	-8.4	eV

Results of the Löwdin charge analysis, in e, for atoms 1 through 6:
1 H 0.093
2 H 0.104
3 F 0.050
4 C -0.217
5 C -0.244
6 C -0.121

- What is the formula in the third record?
  C4H7NO2